# 1
# C5H4N2O

An isolated molecule of C5H4N2O in a non-equilibrium geometry (wB97M-V/def2-TZVPD, the OMol25 dataset).

Positions of all 12 atoms, in Å:
C  3.53  0.36  -0.01
C  1.57  -1.28  -0.07
C  0.21  -1.38  -0.07
C  2.31  -0.09  -0.07
C  -0.43  0.96  -0.67
N  4.67  0.65  -0.01
N  -0.81  1.90  0.16
O  -0.56  -0.27  -0.07
H  2.22  -2.24  0.02
H  -0.28  -2.31  0.05
H  -0.62  2.80  -0.18
H  -1.13  1.73  1.05

Its charge is 0. The energy above the lowest of the compared OMol25 structures with the same formula, charge and spin is 131.99 kcal/mol. For the highest occupied orbital energy (spin up / spin down), the calculation gives -7.900 / -8.494 eV. The calculation puts the electronic energy at -10271.039 eV. The calculation puts the HOMO-LUMO gap (spin up / spin down) at 6.45 / 7.01 eV. As for the lowest unoccupied orbital energy (spin up / spin down): -1.451 / -1.483 eV.



# 2
# C5H4N2O2

An isolated molecule of C5H4N2O2 in a non-equilibrium geometry (wB97M-V/def2-TZVPD, the OMol25 dataset).

Positions of all 13 atoms, in Å:
C  1.53  -1.25  0.19
C  0.77  0.06  0.13
N  1.35  1.30  0.26
C  0.35  2.11  0.26
O  -0.86  1.61  -0.08
C  -0.53  0.30  -0.20
N  -1.56  -0.81  -0.54
C  -2.75  -0.86  -0.43
O  -3.91  -0.93  -0.36
H  0.68  -1.92  0.18
H  2.19  -1.50  -0.79
H  2.26  -1.36  1.07
H  0.50  3.23  0.31

Its charge is 0. The energy above the lowest of the compared OMol25 structures with the same formula, charge and spin is 38.34 kcal/mol. For the highest occupied orbital energy, the calculation gives -9.246 eV. The calculation puts the electronic energy at -12323.415 eV. The calculation puts the HOMO-LUMO gap at 9.90 eV. As for the lowest unoccupied orbital energy: 0.651 eV.



# 3
# C5H4N2O2

An isolated molecule of C5H4N2O2 in a non-equilibrium geometry (wB97M-V/def2-TZVPD, the OMol25 dataset).

Positions of all 13 atoms, in Å:
N  -2.14  -1.95  -0.18
C  -1.05  -1.40  -0.60
C  0.25  -0.93  -0.24
C  0.27  -0.58  1.16
O  -0.64  0.69  1.42
N  -0.84  1.52  0.37
C  -0.25  1.39  -0.89
C  0.79  0.38  -0.88
O  1.16  -0.83  -1.31
H  1.52  -0.24  1.02
H  -0.23  -1.11  2.09
H  -0.49  2.31  -1.68
H  1.66  0.76  -0.27

Its charge is 0. The energy above the lowest of the compared OMol25 structures with the same formula, charge and spin is 233.04 kcal/mol. For the highest occupied orbital energy, the calculation gives -9.808 eV. The calculation puts the electronic energy at -12314.972 eV. The calculation puts the HOMO-LUMO gap at 9.77 eV. As for the lowest unoccupied orbital energy: -0.040 eV.



# 4
# C5H4N2S

An isolated molecule of C5H4N2S in a non-equilibrium geometry (wB97M-V/def2-TZVPD, the OMol25 dataset).

Positions of all 12 atoms, in Å:
C  2.04  -0.58  -0.07
C  0.87  -1.28  -0.07
C  -0.25  -0.40  0.06
C  -1.69  -0.42  0.13
N  -2.16  0.79  0.04
N  -1.14  1.65  -0.14
C  0.13  0.94  -0.04
S  1.88  1.17  0.08
H  3.04  -1.10  -0.25
H  0.92  -2.27  -0.21
H  -2.49  -1.11  0.23
H  -1.16  2.61  0.24

Its charge is 0. The energy above the lowest of the compared OMol25 structures with the same formula, charge and spin is 26.82 kcal/mol. For the highest occupied orbital energy, the calculation gives -8.769 eV. The calculation puts the electronic energy at -19063.566 eV. The calculation puts the HOMO-LUMO gap at 9.46 eV. As for the lowest unoccupied orbital energy: 0.696 eV.



# 5
# C5H4N4

An isolated molecule of C5H4N4 in a non-equilibrium geometry (wB97M-V/def2-TZVPD, the OMol25 dataset).

Positions of all 13 atoms, in Å:
C  -2.19  -1.67  0.16
N  -0.97  -1.24  -0.09
N  -0.58  -0.02  -0.02
N  -1.29  1.09  -0.19
C  -0.44  2.05  -0.05
C  0.87  1.58  0.14
C  0.79  0.27  0.13
C  1.86  -0.68  0.11
N  2.75  -1.40  -0.17
H  -2.42  -2.81  0.02
H  -2.91  -0.84  0.17
H  -0.95  3.01  -0.20
H  1.60  2.26  0.43

Its charge is 0. The energy above the lowest of the compared OMol25 structures with the same formula, charge and spin is 89.08 kcal/mol. For the highest occupied orbital energy, the calculation gives -9.594 eV. The calculation puts the electronic energy at -11206.638 eV. The calculation puts the HOMO-LUMO gap at 9.32 eV. As for the lowest unoccupied orbital energy: -0.277 eV.



# 6
# C5H4N4O6

An isolated molecule of C5H4N4O6 in a non-equilibrium geometry (wB97M-V/def2-TZVPD, the OMol25 dataset).

Positions of all 19 atoms, in Å:
O  0.85  -0.83  2.89
N  0.02  -0.58  2.05
O  -1.14  -0.92  2.05
C  0.52  0.31  0.79
N  -0.34  -0.11  -0.34
C  -1.10  0.71  -1.08
C  -1.62  0.03  -2.16
C  -1.03  -1.27  -2.15
C  -0.28  -1.33  -1.03
N  0.45  1.83  1.15
O  0.09  2.03  2.27
O  0.70  2.52  0.23
N  2.10  -0.02  0.82
O  2.35  -1.14  0.48
O  2.85  0.76  1.27
H  -1.48  1.66  -0.73
H  -2.12  0.40  -2.95
H  -1.41  -2.00  -2.74
H  0.59  -2.06  -0.80

Its charge is 0. The energy above the lowest of the compared OMol25 structures with the same formula, charge and spin is 0.00 kcal/mol. For the highest occupied orbital energy, the calculation gives -9.266 eV. The calculation puts the electronic energy at -23483.772 eV. The calculation puts the HOMO-LUMO gap at 8.16 eV. As for the lowest unoccupied orbital energy: -1.108 eV.



# 7
# C5H4N4S2

An isolated molecule of C5H4N4S2 in a non-equilibrium geometry (wB97M-V/def2-TZVPD, the OMol25 dataset).

Positions of all 15 atoms, in Å:
C  -1.70  -0.42  0.99
C  -2.80  1.41  0.07
C  -0.67  -0.52  -0.07
C  -1.16  0.41  -0.99
C  2.28  -0.35  -0.05
N  -2.69  0.44  1.00
N  -1.97  1.33  -0.93
N  0.18  -1.47  0.00
N  1.52  -1.32  -0.48
S  4.51  1.27  0.73
S  3.99  -0.37  -0.46
H  -1.77  -1.14  1.84
H  -3.47  2.26  -0.06
H  2.04  -2.08  -1.03
H  4.88  2.32  -0.18

Its charge is 0. The energy above the lowest of the compared OMol25 structures with the same formula, charge and spin is 114.96 kcal/mol. For the highest occupied orbital energy (spin up / spin down), the calculation gives -8.295 / -8.399 eV. The calculation puts the electronic energy at -32873.238 eV. The calculation puts the HOMO-LUMO gap (spin up / spin down) at 6.23 / 6.95 eV. As for the lowest unoccupied orbital energy (spin up / spin down): -2.066 / -1.446 eV.



# 8
# C5H4NO2

A structure of composition C5H4NO2 in a non-equilibrium geometry (wB97M-V/def2-TZVPD, the OMol25 dataset).

Positions of all 12 atoms, in Å:
C  1.77  -0.08  -1.20
C  1.38  -1.55  -0.29
C  2.27  0.73  0.00
C  -0.05  -1.01  -0.09
C  0.36  0.42  -0.65
N  0.99  1.28  0.29
O  1.97  -2.53  0.20
O  3.32  1.06  0.47
H  -0.80  -1.49  -0.68
H  -0.36  -1.12  0.94
H  -0.40  0.94  -1.30
H  0.94  2.30  0.22

Its charge is -1. The energy above the lowest of the compared OMol25 structures with the same formula, charge and spin is 66.54 kcal/mol. For the highest occupied orbital energy, the calculation gives -3.145 eV. The calculation puts the electronic energy at -10832.738 eV. The calculation puts the HOMO-LUMO gap at 7.43 eV. As for the lowest unoccupied orbital energy: 4.287 eV.



# 9
# C5H4O

An isolated molecule of C5H4O in a non-equilibrium geometry (wB97M-V/def2-TZVPD, the OMol25 dataset).

Positions of all 10 atoms, in Å:
C  -0.85  -0.34  0.15
C  0.23  -0.98  0.05
C  1.48  0.80  -0.20
C  1.59  -0.71  0.25
C  -1.74  0.62  -0.04
O  0.65  1.57  -0.54
H  2.41  -1.26  -0.23
H  1.97  -0.90  1.30
H  -2.05  0.74  -1.04
H  -2.37  1.07  0.69

Its charge is 0. The energy above the lowest of the compared OMol25 structures with the same formula, charge and spin is 95.75 kcal/mol. For the highest occupied orbital energy (spin up / spin down), the calculation gives -7.851 / -7.889 eV. The calculation puts the electronic energy at -7291.556 eV. The calculation puts the HOMO-LUMO gap (spin up / spin down) at 7.58 / 7.77 eV. As for the lowest unoccupied orbital energy (spin up / spin down): -0.269 / -0.118 eV.



# 10
# C5H4O

An isolated molecule of C5H4O in a non-equilibrium geometry (wB97M-V/def2-TZVPD, the OMol25 dataset).

Positions of all 10 atoms, in Å:
C  -1.20  -0.46  -1.45
C  -0.87  0.55  -0.64
C  0.33  0.27  0.48
C  1.60  0.43  0.92
C  0.74  -0.33  1.70
O  0.53  -1.02  2.66
H  -1.95  -0.37  -2.15
H  -0.50  -1.33  -1.68
H  -1.25  1.49  -0.68
H  2.57  0.77  0.84

Its charge is 0. The energy above the lowest of the compared OMol25 structures with the same formula, charge and spin is 61.36 kcal/mol. For the highest occupied orbital energy, the calculation gives -8.965 eV. The calculation puts the electronic energy at -7293.047 eV. The calculation puts the HOMO-LUMO gap at 9.62 eV. As for the lowest unoccupied orbital energy: 0.650 eV.



# 11
# C5H4O

A structure of composition C5H4O (wB97M-V/def2-TZVPD, the OMol25 dataset).

Positions of all 10 atoms, in Å:
O  1.88  -1.21  0.42
C  1.41  0.01  0.06
C  0.75  0.17  -1.29
C  -0.20  0.35  -0.38
C  -1.58  0.35  -0.06
C  -2.76  0.38  0.20
H  1.67  -1.82  -0.31
H  2.01  0.82  0.47
H  0.36  0.34  0.85
H  -3.81  0.40  0.42

Its charge is 0. The energy above the lowest of the compared OMol25 structures with the same formula, charge and spin is 133.16 kcal/mol. For the highest occupied orbital energy, the calculation gives -9.458 eV. The calculation puts the electronic energy at -7289.934 eV. The calculation puts the HOMO-LUMO gap at 10.13 eV. As for the lowest unoccupied orbital energy: 0.671 eV.



# 12
# C5H4O

An isolated molecule of C5H4O in a non-equilibrium geometry (wB97M-V/def2-TZVPD, the OMol25 dataset).

Positions of all 10 atoms, in Å:
O  -1.48  2.35  -1.76
C  -0.93  1.47  -1.10
C  -1.12  0.21  -0.24
C  -0.15  0.75  0.86
C  0.36  0.96  -0.59
C  0.01  -0.44  -0.99
H  -0.49  1.37  1.65
H  0.21  -0.15  1.24
H  0.32  -1.37  -0.69
H  -0.09  -0.38  -2.08

Its charge is 0. The energy above the lowest of the compared OMol25 structures with the same formula, charge and spin is 81.65 kcal/mol. For the highest occupied orbital energy, the calculation gives -10.207 eV. The calculation puts the electronic energy at -7292.168 eV. The calculation puts the HOMO-LUMO gap at 10.98 eV. As for the lowest unoccupied orbital energy: 0.773 eV.